The following is a quantum chemistry calculation of C27H27FeOP as an isolated structure, from the OMol25 dataset.

Element x y z (Å)
1 C -2.7175 -2.4765 -0.2485
2 C 0.1021 -3.3127 -0.5514
3 C -2.4861 -1.8827 -1.5853
4 H -3.7557 -2.3027 0.0772
5 C 0.4645 -2.6057 -1.6741
6 H 0.7733 -3.2674 0.3207
7 H -2.9949 -0.9329 -1.7955
8 H 1.4351 -2.1004 -1.6949
9 C -1.9060 -2.5978 -2.7382
10 H -2.3430 -2.1455 -3.6518
11 H -2.1984 -3.6613 -2.7299
12 C -2.3896 -3.9670 -0.0624
13 H -3.1221 -4.5921 -0.5859
14 H -2.5001 -4.1947 1.0045
15 C -0.9643 -4.3756 -0.5019
16 H -1.0386 -4.8925 -1.4727
17 H -0.6194 -5.1285 0.2278
18 C -0.3448 -2.5240 -2.9207
19 H -0.0604 -3.3367 -3.6116
20 H -0.1066 -1.5808 -3.4384
21 Fe -0.9822 -1.1413 -0.0890
22 H -2.1012 -1.8490 0.6905
23 O 0.1511 -0.8525 2.5468
24 C -0.6141 -0.4269 1.6911
25 C -1.4636 0.7625 1.6443
26 C -2.6105 0.8110 2.4437
27 C -3.5330 1.8217 2.2166
28 C -3.3153 2.7728 1.2108
29 C -2.1464 2.7509 0.4371
30 C -1.1882 1.7431 0.6470
31 P 0.3973 1.7003 -0.2675
32 C 1.2307 3.0314 0.6228
33 C 1.7870 4.0670 -0.1515
34 C 2.3710 5.1568 0.4811
35 C 2.4263 5.2121 1.8815
36 C 1.9276 4.1481 2.6459
37 C 1.3319 3.0530 2.0228
38 C 1.8459 0.5647 -0.4261
39 C 2.5143 -0.0164 0.6570
40 C 3.7155 -0.7025 0.4627
41 C 4.2893 -0.7710 -0.8112
42 C 3.6373 -0.1779 -1.9021
43 C 2.4186 0.4692 -1.7174
44 H -2.7365 0.0508 3.2125
45 H -4.4359 1.8630 2.8363
46 H -4.0614 3.5497 1.0371
47 H -1.9741 3.5071 -0.3289
48 H 1.7405 3.9965 -1.2417
49 H 2.7853 5.9717 -0.1163
50 H 2.8627 6.0806 2.3762
51 H 1.9986 4.1755 3.7354
52 H 0.9411 2.2246 2.6196
53 H 2.1009 0.0540 1.6599
54 H 4.2174 -1.1712 1.3153
55 H 5.2464 -1.2783 -0.9548
56 H 4.0927 -0.2122 -2.8968
57 H 1.9057 0.9390 -2.5577

The spin multiplicity is 5. The energy comes out at -74154.851 eV. The calculation puts the highest occupied orbital energy (spin up / spin down) at -6.36 / -7.25 eV. The charge is 0.

Atomic partial charges in e from the natural (NBO) method, atoms 1 to 5: atom 1 (C): -0.40, atom 2 (C): -0.28, atom 3 (C): -0.56, atom 4 (H): 0.24, atom 5 (C): -0.18

=====

The following is a quantum chemistry calculation of a 3-piece molecular cluster, C6H14N2 overall, from the OMol25 dataset.

Element x y z (Å)
1 C 0.3442 0.0853 -0.6905
2 C 1.9664 -1.7025 -0.1799
3 C -0.1649 -0.8523 1.4888
4 C 1.0388 1.3152 -0.1700
5 N -0.2001 -0.8778 0.0320
6 N 0.2386 -0.0166 -2.0277
7 C -2.0783 0.5121 -0.2207
8 C -2.5898 1.3020 0.7022
9 H 0.4643 0.7596 -2.6224
10 H -0.3405 -0.7542 -2.3957
11 H -2.6061 0.1899 -1.1164
12 H -1.1938 -0.8291 1.8425
13 H 2.4494 -1.4225 -1.1079
14 H 1.5482 -2.7002 -0.1654
15 H 2.4840 -1.4027 0.7243
16 H 0.2938 -1.7769 1.8383
17 H 0.3719 -0.0088 1.9313
18 H 1.7580 1.0510 0.6018
19 H 1.5657 1.8422 -0.9651
20 H 0.2851 1.9778 0.2569
21 H -3.5993 1.7220 0.6456
22 H -2.0355 1.5868 1.5979

The energy comes out at -9422.996 eV. The calculation puts the highest occupied orbital energy (spin up / spin down) at -6.85 / -7.14 eV. The charge is 0.

Atomic partial charges in e from the natural (NBO) method, atoms 1 to 5: atom 1 (C): 0.57, atom 2 (C): -0.62, atom 3 (C): -0.44, atom 4 (C): -0.71, atom 5 (N): -0.46

=====

The following is a quantum chemistry calculation of a 2-piece molecular cluster, C27H44ClN3O6PS2 overall, from the OMol25 dataset.

Element x y z (Å)
1 C -2.3809 0.7698 2.4214
2 C -3.5012 -0.1749 1.8921
3 C -4.2348 -0.6815 3.1619
4 C -4.5563 0.5826 1.0631
5 C -2.9071 -1.4390 1.2359
6 C -2.4724 -1.3436 -0.2334
7 C -1.8095 -0.0154 -0.6086
8 C -3.6172 -1.7318 -1.1999
9 C -1.4089 -2.4433 -0.4785
10 C -1.2995 -3.5416 0.2965
11 C -0.3744 -4.4689 0.0580
12 C 0.4691 -4.3390 -0.9617
13 O 1.4218 -5.3145 -1.1410
14 C 2.7708 -4.8716 -1.1097
15 C 3.0900 -3.8505 -0.0400
16 O 3.1993 -2.5053 -0.5505
17 C 4.5132 -2.0378 -0.4309
18 C 4.6070 -0.5689 -0.8658
19 C 4.5307 0.3091 0.3215
20 C 5.4204 0.4653 1.2970
21 N 4.8997 1.3370 2.1933
22 C 3.7197 1.7336 1.7953
23 P 2.6594 2.8912 2.6969
24 O 1.2835 2.1509 3.0146
25 O 2.2683 4.0461 1.6971
26 S 3.5765 3.4418 4.2678
27 N 3.4761 1.1088 0.6583
28 C 2.2517 1.2316 -0.1515
29 C 2.5021 1.9103 -1.4890
30 C 1.4394 1.4493 -2.4926
31 C 1.5818 2.1661 -3.8359
32 S 0.1292 3.1202 -4.2838
33 O 0.0183 3.0237 -5.6867
34 O -1.0161 2.6648 -3.5816
35 Cl 0.5645 5.0201 -3.6989
36 C 0.3663 -3.2756 -1.7828
37 C -0.5661 -2.3465 -1.5329
38 H -2.3476 1.7038 1.8753
39 H -1.4273 0.2621 2.2749
40 H -2.4822 0.9435 3.4810
41 H -3.7368 -1.5395 3.6076
42 H -4.3154 0.0894 3.9209
43 H -5.2495 -0.9694 2.9148
44 H -4.4235 0.5109 -0.0062
45 H -4.4424 1.6398 1.2921
46 H -5.5714 0.3563 1.3490
47 H -2.1007 -1.7593 1.8860
48 H -3.6615 -2.2199 1.3209
49 H -1.9067 0.1118 -1.6800
50 H -2.2692 0.8562 -0.1624
51 H -0.7453 -0.0073 -0.3823
52 H -3.6713 -2.8133 -1.2019
53 H -4.5826 -1.3795 -0.8594
54 H -3.3839 -1.3896 -2.1983
55 H -1.9410 -3.6903 1.1451
56 H -0.2679 -5.3521 0.6656
57 H 3.3635 -5.7542 -0.9053
58 H 3.0878 -4.5172 -2.0894
59 H 2.4162 -3.8946 0.8077
60 H 4.0699 -4.1090 0.3522
61 H 5.2190 -2.6500 -0.9917
62 H 4.8462 -2.0831 0.6089
63 H 5.5425 -0.3906 -1.3791
64 H 3.7766 -0.3719 -1.5274
65 H 6.3798 0.0147 1.4171
66 H 5.3664 1.6313 3.0411
67 H 1.3877 1.1928 2.9341
68 H 1.4504 4.4330 2.0531
69 H 1.5158 1.7838 0.4187
70 H 1.8651 0.2263 -0.2984
71 H 2.4839 2.9917 -1.4248
72 H 3.4588 1.6287 -1.9144
73 H 0.4858 1.7370 -2.0670
74 H 1.5023 0.3743 -2.6092
75 H 2.4267 2.8467 -3.8423
76 H 1.7163 1.4510 -4.6324
77 H 1.0233 -3.1541 -2.6236
78 H -0.5975 -1.5303 -2.2282
79 C -5.5449 5.0486 0.7031
80 C -6.3323 4.0798 1.4538
81 N -6.9613 3.3069 2.0473
82 H -4.4859 4.8975 0.9019
83 H -5.7278 4.9266 -0.3623
84 H -5.8224 6.0580 0.9986

The energy comes out at -88943.555 eV. The calculation puts the highest occupied orbital energy at -10.80 eV. The charge is +1.

Atomic partial charges in e from the Mulliken method, atoms 1 to 5: atom 1 (C): -1.53, atom 2 (C): 2.76, atom 3 (C): -1.82, atom 4 (C): -1.93, atom 5 (C): -3.43

=====

The following is a quantum chemistry calculation of a 2-piece molecular cluster, C7H12ClN2O6S2 overall, from the OMol25 dataset.

Element x y z (Å)
1 C 1.0872 -2.9256 -1.1756
2 C 0.5982 -1.5417 -1.9778
3 C 1.8451 -0.4795 -2.3159
4 N -0.6989 -1.3065 -2.3667
5 S -1.7374 -0.9068 -1.0208
6 O -1.6145 -1.8442 0.2051
7 O -1.4510 0.5431 -0.4964
8 N -3.4053 -1.0838 -1.6214
9 S -3.8287 -2.7897 -1.7337
10 O -2.5967 -3.7185 -1.9904
11 O -4.4894 -3.1691 -0.3520
12 Cl -5.1536 -3.1900 -3.3515
13 H 2.1495 -3.2554 -1.6089
14 H 0.3453 -3.7908 -1.4757
15 H 1.1586 -2.7496 -0.0198
16 H 1.4665 0.5896 -2.6063
17 H 2.3511 -0.9283 -3.2996
18 H 2.6172 -0.4100 -1.4293
19 O 2.2062 1.7640 0.2994
20 C 1.7313 2.2744 1.3004
21 O 2.3715 3.2046 2.0680
22 C 1.5717 3.4982 3.2124
23 C 0.1688 3.1067 2.8282
24 C 0.3943 1.9460 1.8926
25 H 1.9482 2.9164 4.0603
26 H 1.6471 4.5629 3.4517
27 H -0.4600 2.8600 3.6878
28 H -0.3101 3.9296 2.2837
29 H 0.4653 0.9970 2.4312
30 H -0.3774 1.8970 1.1209

The energy comes out at -56907.009 eV. The calculation puts the highest occupied orbital energy at -5.62 eV. The charge is -1.

Atomic partial charges in e from the natural (NBO) method, atoms 1 to 5: atom 1 (C): -0.73, atom 2 (C): 0.53, atom 3 (C): -0.71, atom 4 (N): -0.79, atom 5 (S): 2.17

=====

The following is a quantum chemistry calculation of a 2-piece molecular cluster, C6H15N3 overall, from the OMol25 dataset.

Element x y z (Å)
1 C -1.0928 -1.8905 -0.2306
2 C -2.1198 -0.9260 -0.7492
3 C -2.0491 0.4171 -0.7280
4 N -3.1739 1.2364 -0.9387
5 N -0.8965 1.1686 -0.5118
6 N 0.3627 0.8665 -1.0201
7 H -0.3339 -1.3692 0.3503
8 H -1.5674 -2.6557 0.3878
9 H -0.5546 -2.4170 -1.0270
10 H -3.0628 -1.3661 -1.0488
11 H -4.0433 0.7254 -0.9846
12 H -3.0671 1.9009 -1.6950
13 H -1.0433 2.1642 -0.4160
14 H 0.3245 -0.0724 -1.4163
15 H 1.6001 0.8906 -0.9216
16 C 2.8309 0.6813 0.0113
17 C 2.1495 0.6943 1.2013
18 C 1.8639 -0.5159 2.0237
19 H 3.2501 -0.2523 -0.3489
20 H 3.3687 1.5704 -0.2984
21 H 1.9088 1.6448 1.6588
22 H 1.9637 -1.4283 1.4307
23 H 2.5446 -0.5735 2.8779
24 H 0.8368 -0.4937 2.3931

The energy comes out at -10930.451 eV. The calculation puts the highest occupied orbital energy (spin up / spin down) at -6.13 / -6.13 eV. The charge is 0.

Atomic partial charges in e from the natural (NBO) method, atoms 1 to 5: atom 1 (C): -0.63, atom 2 (C): -0.39, atom 3 (C): 0.34, atom 4 (N): -0.83, atom 5 (N): -0.46

=====

The following is a quantum chemistry calculation of a 2-piece molecular cluster, C28H30NO4 overall, from the OMol25 dataset.

Element x y z (Å)
1 C 3.8326 3.9011 3.0494
2 C 2.9722 2.7069 3.3768
3 O 3.0107 1.7387 2.3078
4 C 2.5765 0.4993 2.6814
5 C 2.6152 -0.4168 1.5380
6 C 2.7021 -1.7605 1.7105
7 N 3.0867 -2.6212 0.7242
8 C 3.1725 -4.0337 1.1007
9 C 3.9621 -4.8268 0.0664
10 O 3.4580 -4.5556 -1.2482
11 C 3.7183 -3.1922 -1.5913
12 C 2.9861 -2.2102 -0.6709
13 O 2.2364 0.2326 3.8438
14 H 3.6195 4.6617 3.8009
15 H 4.8982 3.6736 3.1201
16 H 3.6376 4.3248 2.0643
17 H 3.3224 2.2278 4.2992
18 H 1.9219 3.0105 3.5033
19 H 2.7887 0.0660 0.5741
20 H 2.5188 -2.2176 2.6885
21 H 3.6667 -4.0920 2.0817
22 H 2.1584 -4.4655 1.1861
23 H 5.0337 -4.5596 0.1421
24 H 3.8105 -5.9080 0.2116
25 H 4.8095 -2.9943 -1.5299
26 H 3.3599 -3.0888 -2.6238
27 H 1.9285 -2.1510 -0.9895
28 H 3.4534 -1.2285 -0.7868
29 C -1.9891 6.2099 -1.1420
30 C -2.8506 5.1127 -1.2622
31 C -3.4922 4.5949 -0.1316
32 C -3.2392 5.1933 1.1083
33 O -3.7276 4.6108 2.2921
34 C -3.1052 3.4282 2.6939
35 C -1.8877 3.4795 3.3918
36 C -1.2122 2.2962 3.6210
37 C -1.7332 1.0282 3.2022
38 C -0.9365 -0.1216 3.4101
39 C -1.2145 -1.4703 3.0512
40 C -0.7167 -2.5239 3.8762
41 C -1.0172 -3.8545 3.6119
42 C -1.7930 -4.1917 2.4915
43 C -2.2861 -3.1769 1.6544
44 C -1.9660 -1.8393 1.8950
45 C -3.0551 1.0291 2.6555
46 C -3.7179 2.2112 2.3715
47 C -2.4169 6.3130 1.2392
48 C -1.7740 6.8069 0.1047
49 H -1.4883 6.6092 -2.0273
50 H -3.0305 4.6623 -2.2402
51 H -4.1679 3.7390 -0.1997
52 H -1.5060 4.4448 3.7376
53 H -0.2523 2.3118 4.1373
54 H -0.0522 0.0363 4.0189
55 H -0.1380 -2.2577 4.7605
56 H -0.6884 -4.6431 4.2954
57 H -2.0398 -5.2368 2.2969
58 H -2.9526 -3.4468 0.8288
59 H -2.2940 -1.0559 1.2120
60 H -3.5534 0.0765 2.4724
61 H -4.7040 2.2525 1.9036
62 H -2.2748 6.7387 2.2324
63 H -1.1158 7.6692 0.2087

The energy comes out at -39194.765 eV. The calculation puts the highest occupied orbital energy at -10.61 eV. The charge is +1.

Atomic partial charges in e from the natural (NBO) method, atoms 1 to 5: atom 1 (C): -0.63, atom 2 (C): -0.07, atom 3 (O): -0.51, atom 4 (C): 0.78, atom 5 (C): -0.48

=====

> Among the records above, which one has the lowest charge?

C7H12ClN2O6S2